1.
Density functional theory data (ωB97M-V/def2-TZVPD) for a 3-piece molecular cluster, C6H15N3 overall at a distorted geometry.

XYZ file:
```
24
C6H15N3 | the OMol25 dataset | ωB97M-V/def2-TZVPD
H -2.73 -1.32 0.42
H 0.34 -2.17 2.58
H 1.06 1.81 0.41
H -1.53 0.73 -0.32
H -0.41 -0.81 -1.76
C 0.92 2.38 -2.46
H -2.21 -0.42 1.86
H 1.13 3.23 -3.13
H 0.32 -0.41 2.47
N 1.54 -0.45 -1.09
H -2.30 -2.18 1.89
C -2.03 -1.32 1.26
C 0.43 -1.33 1.88
C -0.48 0.59 -0.17
H 1.45 -1.35 1.47
C 0.19 -0.22 -1.09
H -0.43 -2.24 0.13
H 1.87 -1.05 -1.83
H -0.45 2.23 0.99
N -0.14 1.73 -2.43
N 0.14 1.48 0.67
H 2.12 0.30 -0.75
H 1.82 2.17 -1.79
C -0.60 -1.40 0.80
```

* frontier orbital gap (alpha / beta): 6.58 / 6.58 eV
* total charge: 0
* calculated total energy: -10930.7196 eV
* HOMO level (alpha / beta): -0.2139 / -0.2137 Ha

=====

2.
Density functional theory data (ωB97M-V/def2-TZVPD) for C3H3N3 as an isolated structure at a distorted geometry.

XYZ file:
```
9
C3H3N3 | the OMol25 dataset | ωB97M-V/def2-TZVPD
H 1.00 -0.44 1.80
H -0.54 -1.88 -0.02
N 0.11 1.40 -0.74
H -1.21 1.28 0.99
C 0.02 -0.98 -0.24
C 0.43 -0.20 0.90
N 0.46 0.63 -1.67
C -0.36 0.83 0.49
N 0.10 -0.64 -1.51
```

* frontier orbital gap: 9.12 eV
* total charge: 0
* calculated total energy: -7625.0362 eV
* HOMO level: -0.3613 Ha